14
Properties=species:S:1:pos:R:3:forces:R:3:lowdin_charge:R:1 method="wB97M-V/def2-TZVPD" energy_ev=-26951.4580 spin_multiplicity=3 homo_lumo_gap_ev="4.23 / 6.20" e_above_lowest_kcal_mol=80.1 s_squared=2.006 homo_ev="-3.71 / -8.84"
C -0.328 0.292 1.150 2.234 1.332 -0.624 -0.2555
C 0.411 -0.441 -1.464 -3.344 -2.490 2.451 -0.2042
C -0.908 -0.278 -0.113 1.622 1.484 -0.583 -1.1409
O 1.508 -0.945 -0.869 3.304 1.450 0.002 -0.0783
S -2.246 0.793 -0.587 0.056 0.502 -0.042 0.7102
S -1.469 -1.976 0.253 -2.382 -3.585 -1.938 0.7338
H -0.862 -0.102 2.030 0.131 0.658 -0.142 0.0590
H 0.686 -0.155 1.134 -0.238 0.188 0.638 0.0680
H -0.133 1.433 1.104 -0.749 -1.841 0.439 0.1043
H 0.103 -1.152 -2.230 -0.761 0.581 -0.102 0.1032
H 0.242 0.566 -1.552 0.664 2.631 -1.196 0.0506
H 2.278 -0.321 -1.057 -1.337 -1.297 0.651 0.1497
H -2.677 0.163 -1.672 -0.183 -0.584 -0.448 -0.1575
H -0.918 -2.202 1.442 0.984 0.970 0.893 -0.1424

***

17
Properties=species:S:1:pos:R:3:forces:R:3:lowdin_charge:R:1 method="wB97M-V/def2-TZVPD" energy_ev=-19700.4530 homo_lumo_gap_ev=9.57 e_above_lowest_kcal_mol=88.8 homo_ev=-8.91
C 0.554 -0.380 1.611 1.441 1.209 -1.830 -0.6944
C -0.540 0.007 -0.432 3.208 1.844 0.165 -0.0620
C 0.972 -0.122 -0.859 0.832 1.218 0.311 -0.4419
C 1.302 0.979 -1.864 -2.039 -2.130 -2.180 -0.0643
C -1.883 -0.667 1.515 2.014 -0.693 1.887 -0.0310
N -0.603 -0.382 0.997 1.786 0.582 -3.663 -0.1685
O 1.811 0.145 0.237 -3.344 -1.011 3.204 -0.1308
S 1.044 -0.523 3.084 0.602 -0.306 1.068 0.7775
H -0.695 1.134 -0.704 -0.880 -2.109 1.041 0.1640
H -1.013 -0.732 -0.989 -1.725 -0.669 -1.178 0.1028
H 1.313 -1.102 -1.187 -0.827 -0.375 -0.602 0.1350
H 0.670 1.055 -2.785 -0.197 -0.156 0.956 0.1033
H 2.222 0.883 -2.309 2.617 -1.065 -0.857 0.0448
H 1.426 1.900 -1.452 -0.503 2.681 1.770 0.0490
H -1.741 -0.635 2.546 -0.239 0.499 2.113 0.0626
H -2.519 0.039 1.199 -2.476 2.699 -1.007 0.0668
H -2.320 -1.599 1.394 -0.271 -2.217 -1.197 0.0873

***

108
Properties=species:S:1:pos:R:3:forces:R:3:lowdin_charge:R:1 method="wB97M-V/def2-TZVPD" energy_ev=-49989.4364 homo_lumo_gap_ev=9.21 e_above_lowest_kcal_mol=61.7 smiles=CC1(C)CCCC(C)(C)N1O.CC1(C)CCCC(C)(C)N1O.CC1(C)CCCC(C)(C)N1O.CO.CO.O.O homo_ev=-8.77
C 9.686 11.415 12.471 -1.610 0.200 -0.114 -0.0350
C 9.024 12.753 12.037 1.421 1.465 -0.151 -0.4252
C 8.513 12.784 10.549 0.626 -1.098 1.231 0.0034
C 7.888 13.023 12.991 -0.334 0.112 1.233 -0.1676
C 7.353 14.469 13.050 0.208 -0.588 0.205 -0.1590
C 8.494 15.407 13.445 -0.334 -1.469 -0.197 -0.1459
C 9.712 15.214 12.566 0.896 1.267 -1.547 -0.5638
C 9.410 15.776 11.152 -1.173 1.539 -0.018 -0.0177
C 10.874 16.003 13.223 0.760 -0.612 0.565 -0.0381
N 10.083 13.834 12.502 0.380 -2.376 -0.212 -0.0413
O 11.301 13.786 11.690 -2.024 0.242 -1.306 -0.0535
H 10.476 11.217 11.770 0.279 -0.667 -0.271 0.0403
H 10.127 11.586 13.452 -0.014 -0.121 0.018 0.0758
H 8.892 10.589 12.571 1.303 1.064 -0.487 0.1198
H 9.107 13.193 9.773 1.184 0.589 -0.279 0.0602
H 8.394 11.746 10.251 -0.352 -0.201 0.004 0.0682
H 7.576 13.282 10.474 -0.914 0.338 0.088 0.0629
H 7.053 12.340 12.816 0.157 -0.140 -0.138 0.1243
H 8.351 12.744 13.956 -0.678 0.274 0.036 0.1221
H 7.043 14.742 12.046 -0.515 0.039 -0.054 0.0833
H 6.464 14.514 13.732 0.840 0.114 -0.552 0.1270
H 8.853 15.124 14.417 -0.158 0.210 0.888 0.1160
H 8.183 16.429 13.398 -0.070 0.733 0.187 0.1170
H 9.476 16.883 11.224 0.218 -0.435 -0.194 0.0908
H 8.328 15.634 11.012 0.364 -0.111 -0.472 0.0638
H 9.917 15.469 10.215 0.135 -0.195 1.060 0.0872
H 11.265 15.442 14.151 -0.557 0.813 -1.391 0.1123
H 10.525 16.991 13.536 -0.096 -0.108 0.065 0.0762
H 11.708 16.188 12.514 -0.437 -0.341 0.452 0.0833
H 12.012 13.487 12.224 0.613 -0.465 1.239 0.0434
C 10.537 10.218 8.845 -0.356 0.485 -3.081 -0.0170
C 11.025 8.872 8.248 0.512 1.079 1.423 -0.5311
C 10.134 7.808 8.854 -0.221 -1.432 -1.382 -0.0225
C 10.954 8.940 6.744 -1.863 -0.858 -1.485 -0.1273
C 11.560 7.685 6.069 1.424 1.669 -1.011 -0.1442
C 13.060 7.596 6.522 -2.066 -1.341 -0.640 -0.1320
C 13.152 7.526 8.015 2.415 0.604 0.742 -0.5311
C 12.789 6.169 8.562 -0.949 -0.800 -1.325 -0.0299
C 14.676 7.695 8.368 -2.218 1.330 0.249 -0.0063
N 12.460 8.726 8.565 0.781 0.161 1.332 -0.0370
O 12.670 8.801 10.059 -0.444 -0.365 -2.251 -0.0338
H 10.626 10.296 9.869 0.252 -0.146 2.208 0.0282
H 11.032 11.096 8.393 0.130 -0.462 0.150 0.0760
H 9.478 10.369 8.566 0.312 -0.233 0.174 0.0960
H 10.241 6.805 8.344 -0.403 1.218 0.497 0.0838
H 10.262 7.622 9.912 0.045 0.287 0.330 0.0833
H 9.149 8.220 8.666 -0.482 -0.525 0.264 0.0875
H 9.852 9.091 6.429 1.618 -0.212 0.489 0.1573
H 11.515 9.793 6.377 0.010 0.249 0.130 0.1024
H 10.988 6.778 6.197 -0.026 -0.308 0.375 0.0937
H 11.659 7.828 4.965 -0.594 0.057 0.686 0.1197
H 13.637 8.436 6.170 -0.027 0.364 -0.344 0.1058
H 13.416 6.665 6.051 0.444 0.332 0.399 0.1322
H 13.571 5.427 8.268 -0.668 0.565 0.443 0.1093
H 11.821 5.837 8.140 0.628 -0.147 0.272 0.0724
H 12.673 6.224 9.619 0.117 -0.355 0.975 0.0704
H 15.168 6.824 8.084 1.139 -1.326 -0.897 0.0573
H 14.734 7.742 9.440 0.358 0.425 0.507 0.0681
H 15.038 8.594 7.867 0.333 -0.109 0.257 0.0767
H 12.232 7.991 10.338 -0.079 -0.100 0.555 0.0566
C 15.183 12.375 11.674 0.568 0.726 0.052 -0.0447
C 14.782 11.373 12.721 2.076 -2.087 0.975 -0.4566
C 13.288 11.179 12.634 -0.082 1.300 2.325 -0.0455
C 15.425 9.922 12.451 -0.134 1.662 -0.575 -0.1114
C 15.152 8.969 13.624 0.634 1.848 0.474 -0.1488
C 15.824 9.617 14.879 -1.023 -0.792 0.316 -0.1325
C 15.252 10.971 15.257 1.354 1.033 -0.391 -0.5437
C 13.830 10.875 15.730 -0.209 0.361 0.544 -0.0314
C 16.097 11.600 16.409 0.427 -0.712 -1.053 -0.0308
N 15.483 11.821 14.046 -1.575 -0.180 -1.306 -0.0535
O 14.859 13.079 14.264 0.326 1.322 0.767 -0.0734
H 15.074 11.997 10.665 -0.324 -0.259 -0.228 0.0746
H 14.584 13.287 11.793 0.096 -0.157 -0.190 0.0824
H 16.230 12.669 11.767 0.060 -0.040 0.157 0.0900
H 13.056 11.090 11.626 -0.566 -0.027 -2.028 0.0561
H 13.029 10.244 13.078 -0.649 -0.368 0.419 0.0554
H 12.693 12.016 13.085 0.547 -0.843 -0.173 0.0939
H 15.096 9.628 11.440 -0.360 -0.390 0.493 0.1030
H 16.494 10.113 12.303 0.075 -0.229 0.393 0.1158
H 14.081 8.799 13.750 0.179 -0.092 0.133 0.0951
H 15.642 8.039 13.530 0.345 -1.231 -0.578 0.0900
H 16.911 9.593 14.765 -0.084 0.460 -0.227 0.1221
H 15.638 9.032 15.778 -0.060 -0.586 -0.015 0.1163
H 13.261 10.252 15.062 -0.545 -0.015 0.013 0.0567
H 13.364 11.876 15.881 0.309 -0.782 -0.256 0.1048
H 13.918 10.378 16.697 -0.480 -0.027 0.081 0.0898
H 15.702 12.576 16.663 0.346 0.303 -0.096 0.0758
H 17.146 11.554 16.086 -0.176 0.826 -0.048 0.0863
H 16.133 11.020 17.322 -0.604 -0.469 0.203 0.0755
H 15.584 13.720 14.418 -0.498 -0.674 -0.194 0.1198
C 9.768 16.211 5.471 0.404 0.649 -1.835 -0.2027
O 9.630 15.008 4.838 0.506 -2.526 -0.690 -0.1227
H 9.283 16.876 4.781 0.071 1.052 -0.181 0.0754
H 9.201 16.251 6.332 -0.919 0.159 2.454 0.0472
H 10.802 16.485 5.605 0.405 0.370 0.306 0.0815
H 10.257 14.347 5.200 -0.528 0.244 -0.096 0.0400
C 14.990 11.390 6.900 0.204 -0.465 0.833 -0.1528
O 13.638 11.055 7.026 -0.551 -0.085 0.680 -0.1277
H 15.038 12.391 6.608 0.359 1.517 -1.138 0.0650
H 15.533 11.372 7.833 0.033 -0.198 0.706 0.0762
H 15.497 10.699 6.266 0.475 -0.272 -0.948 0.0722
H 13.578 10.521 7.830 -0.737 -0.440 -0.138 0.0528
O 11.900 13.581 8.845 -2.132 1.414 -0.650 -0.0086
H 12.679 13.174 8.587 2.406 -1.327 -0.428 0.0024
H 11.823 13.603 9.783 -0.114 0.009 1.524 0.0026
O 11.067 13.100 6.380 -0.585 0.719 -0.462 -0.0490
H 11.274 13.667 7.137 -0.150 -0.279 0.152 0.0164
H 11.723 12.415 6.393 0.637 -0.595 -0.005 0.0057

***

47
Properties=species:S:1:pos:R:3:forces:R:3:lowdin_charge:R:1 method="wB97M-V/def2-TZVPD" energy_ev=-30931.9180 homo_lumo_gap_ev=9.69 charge=-1 e_above_lowest_kcal_mol=23.0 homo_ev=-6.54
F 0.192 -0.366 -0.216 -0.416 -0.043 0.206 -0.4310
C -2.772 -1.095 -2.394 2.250 1.058 -0.135 -0.1401
O -1.777 -1.928 -1.773 -1.259 -1.284 -0.028 -0.1424
H -2.221 -0.768 -3.276 -0.663 0.412 -0.627 0.0614
H -3.715 -1.537 -2.714 0.251 -0.585 0.578 0.0731
H -2.907 -0.194 -1.796 -0.562 -0.098 0.067 0.0642
H -1.195 -1.423 -1.201 0.264 0.498 0.077 0.0062
C -1.726 0.835 2.962 -0.090 -1.419 -0.857 -0.2356
C -2.306 -0.484 2.473 -1.983 -0.330 -1.162 -0.2187
O -2.430 -0.523 1.035 -0.012 0.479 0.350 -0.0861
O -0.411 0.816 2.474 0.821 1.100 1.344 -0.0849
H -1.811 0.932 4.044 0.751 -0.333 0.206 0.1142
H -2.311 1.685 2.611 -0.128 0.053 -0.578 0.1108
H -3.355 -0.606 2.742 -0.078 0.087 0.667 0.1078
H -1.797 -1.410 2.739 0.456 0.405 0.697 0.1179
H -1.629 -0.885 0.650 0.450 0.069 -0.088 0.0312
H -0.386 0.572 1.546 -0.150 -0.173 -0.500 0.0227
C 0.586 2.975 -0.509 -0.908 0.293 0.124 -0.2494
C -0.903 2.601 -0.458 1.730 -0.350 -0.221 -0.2266
O -1.168 1.773 -1.580 -1.165 0.521 -0.177 -0.0796
O 1.368 2.056 0.229 0.466 1.529 -0.147 -0.0681
H 0.635 4.012 -0.177 0.697 -0.052 0.999 0.1002
H 0.855 3.090 -1.559 0.281 -0.594 -0.295 0.1091
H -1.475 3.528 -0.432 -0.532 -0.279 -0.469 0.1111
H -1.011 2.067 0.486 -0.547 0.107 -0.029 0.0917
H -0.963 0.866 -1.341 0.335 -0.257 0.384 0.0283
H 1.010 1.179 0.071 -0.178 -0.714 -0.281 0.0076
C 1.822 -1.093 -3.285 -2.865 0.371 0.765 -0.2113
C 0.972 -0.513 -4.466 1.344 0.143 0.799 -0.2164
O 1.858 0.170 -5.394 -1.045 -0.415 0.039 -0.0938
O 2.010 -0.147 -2.204 1.798 -0.146 -2.210 -0.0880
H 2.691 -1.600 -3.704 0.551 0.677 0.405 0.1095
H 1.192 -1.880 -2.871 -0.027 -0.415 0.042 0.1002
H 0.176 0.124 -4.080 0.260 0.510 0.213 0.1021
H 0.392 -1.295 -4.957 0.651 -0.253 -0.517 0.1053
H 2.114 0.994 -4.974 0.015 0.029 0.170 0.0733
H 1.324 -0.197 -1.534 -0.690 -0.610 0.347 0.0069
C 2.514 -0.843 2.890 -1.922 0.867 0.602 -0.2361
C 1.501 -1.091 4.078 -0.014 0.166 -2.152 -0.2424
O 1.743 -2.330 4.703 0.524 -0.043 0.928 -0.0810
O 2.225 -1.579 1.740 0.451 -1.872 -0.089 -0.0718
H 3.511 -1.107 3.243 0.090 0.195 -0.172 0.1156
H 2.389 0.185 2.550 0.591 0.517 0.743 0.1086
H 0.488 -1.168 3.682 -0.023 0.402 -0.442 0.0858
H 1.464 -0.202 4.707 0.497 -0.461 0.704 0.1143
H 1.773 -2.954 3.973 0.031 -0.212 -0.065 0.0771
H 1.460 -1.243 1.267 -0.297 0.449 -0.214 0.0466

***

12
Properties=species:S:1:pos:R:3:forces:R:3:lowdin_charge:R:1 method="wB97M-V/def2-TZVPD" energy_ev=-9247.1595 homo_lumo_gap_ev=10.78 e_above_lowest_kcal_mol=3.6 smiles="NC(=O)NCO" homo_ev=-9.97
N -2.066 -0.154 0.341 -1.109 -0.426 0.094 0.1466
C -0.889 0.088 -0.293 0.101 1.676 -0.145 -0.6565
O -0.785 0.946 -1.165 0.042 -0.511 -0.034 0.0327
N 0.167 -0.562 0.249 1.442 -0.519 -1.196 0.0716
C 1.524 -0.193 -0.255 -1.076 -0.669 1.105 -0.2402
O 1.976 0.901 0.485 0.181 0.611 -0.216 -0.0408
H -2.864 0.269 -0.118 0.160 -0.137 0.119 0.1087
H -2.214 -1.095 0.676 -0.090 0.125 0.018 0.0987
H 0.085 -0.799 1.226 0.237 -0.083 -0.081 0.1364
H 1.517 0.019 -1.326 -0.444 -0.184 0.182 0.1259
H 2.157 -1.057 -0.050 0.197 0.286 0.020 0.1195
H 1.391 1.636 0.230 0.360 -0.169 0.135 0.0973

***

36
Properties=species:S:1:pos:R:3:forces:R:3:lowdin_charge:R:1 method="wB97M-V/def2-TZVPD" energy_ev=-27449.5891 homo_lumo_gap_ev=10.72 e_above_lowest_kcal_mol=31.1 smiles="C[Si](C)(C)OCCC(=O)OCCCCF" homo_ev=-9.89
C -3.981 -0.217 -2.433 0.621 -0.191 0.394 -0.1580
Si -2.349 -1.113 -2.186 -0.717 -0.369 0.278 0.4440
C -2.705 -2.814 -1.438 0.464 0.820 -0.489 -0.1556
C -1.582 -1.338 -3.893 -0.114 0.296 0.349 -0.1507
O -1.378 -0.287 -1.096 -0.167 -0.413 -0.872 -0.2002
C -0.021 -0.693 -1.041 0.448 0.928 0.842 -0.2504
C 0.847 0.567 -1.226 -0.219 -1.162 -0.198 -0.0537
C 0.622 1.492 -0.071 1.435 -2.310 -0.230 -0.5385
O 0.009 2.460 -0.217 -2.215 3.999 -0.379 0.1889
O 1.111 1.148 1.144 0.572 -0.744 0.237 -0.0117
C 2.137 2.027 1.630 0.111 0.244 -0.055 -0.1743
C 2.098 2.140 3.131 -0.358 -0.006 0.315 -0.1681
C 1.927 0.817 3.855 0.468 -0.609 -0.009 -0.1658
C 3.215 -0.016 3.968 -1.061 -0.028 0.008 -0.1980
F 4.123 0.327 2.989 0.543 0.161 -0.188 -0.0524
H -3.828 0.789 -2.802 -0.041 0.218 -0.198 0.0292
H -4.538 -0.153 -1.505 -0.120 0.038 0.251 0.0284
H -4.582 -0.790 -3.133 -0.081 -0.012 -0.228 0.0322
H -3.415 -3.317 -2.083 -0.119 -0.347 -0.065 0.0264
H -1.767 -3.364 -1.399 -0.008 -0.309 0.031 0.0268
H -3.107 -2.726 -0.440 -0.146 -0.004 0.288 0.0280
H -1.978 -2.228 -4.370 -0.088 -0.253 0.003 0.0321
H -1.878 -0.498 -4.518 0.108 0.174 -0.093 0.0302
H -0.500 -1.412 -3.897 0.219 -0.012 -0.051 0.0205
H 0.247 -1.455 -1.768 -0.035 -0.149 -0.135 0.1007
H 0.178 -1.053 -0.034 0.006 -0.474 0.058 0.1227
H 0.474 1.051 -2.115 -0.019 0.387 -0.240 0.1223
H 1.891 0.314 -1.396 0.170 -0.107 0.334 0.1294
H 3.089 1.645 1.285 0.227 -0.162 -0.024 0.1196
H 2.001 3.022 1.220 -0.164 0.151 -0.231 0.1250
H 1.278 2.792 3.412 -0.269 0.077 -0.021 0.1177
H 2.997 2.658 3.447 0.302 0.033 0.078 0.1210
H 1.569 0.958 4.868 -0.142 0.240 0.206 0.1084
H 1.176 0.216 3.352 -0.176 0.088 -0.167 0.1030
H 2.971 -1.061 3.808 0.105 -0.274 0.162 0.1112
H 3.651 0.111 4.952 0.459 0.080 0.042 0.1096